[1]
Entry from the OMol25 dataset: a 2-piece molecular cluster, ClHN2O overall (ωB97M-V/def2-TZVPD).

```
! RIJCOSX wB97M-V def2-TZVPD def2/J DEFGRID3
* xyz 0 1
N 1.371 2.063 -1.477
N 0.461 1.674 -1.979
O -0.403 1.233 -2.594
Cl -0.240 -1.139 -0.491
H 0.726 -0.520 -0.858
*
```

The value obtained for the energy above the lowest of the compared OMol25 structures with the same formula, charge and spin is 22.95 kcal/mol. Its frontier orbital gap is 12.9 eV. For the HOMO energy, the calculation gives -11.83 eV.

=====

[2]
Entry from the OMol25 dataset: a 2-piece molecular cluster, ClHNO overall (ωB97M-V/def2-TZVPD).

```
! RIJCOSX wB97M-V def2-TZVPD def2/J DEFGRID3
* xyz -1 1
N 0.848 -0.310 0.430
O -0.733 0.988 -0.405
Cl 0.891 -1.509 -0.625
H -1.006 0.832 0.600
*
```

The value obtained for the energy above the lowest of the compared OMol25 structures with the same formula, charge and spin is 86.78 kcal/mol. Its frontier orbital gap (alpha / beta) is 7.0 / 7.0 eV. For the HOMO energy (alpha / beta), the calculation gives -2.66 / -2.62 eV.

=====

[3]
Entry from the OMol25 dataset: ClHg3O4 as an isolated structure (ωB97M-V/def2-TZVPD).

```
! RIJCOSX wB97M-V def2-TZVPD def2/J DEFGRID3
* xyz 5 1
Hg -2.727 4.602 19.966
Hg 0.128 -0.489 21.570
Hg 0.073 1.164 15.624
Cl -2.648 0.772 19.118
O -1.708 -0.014 19.987
O -2.977 2.158 19.608
O -1.996 0.991 17.791
O -3.891 0.170 19.145
*
```

The value obtained for the energy above the lowest of the compared OMol25 structures with the same formula, charge and spin is 0.00 kcal/mol. Its frontier orbital gap is 4.6 eV. For the HOMO energy, the calculation gives -29.22 eV.

=====

Q: Which formula does entry 3 have?
A: ClHg3O4